94
Properties=species:S:1:pos:R:3:forces:R:3:mulliken_charge:R:1 method="wB97M-V/def2-TZVPD" charge=0 homo_ha=-0.261 molar_mass_g_mol=739.991
N -0.893835 -0.488160 0.694947 0.23 4.90 2.78 0.5033
H -1.410321 -0.978560 0.067536 -2.15 -2.15 -2.96 0.1155
H -0.215118 0.147169 0.254970 -0.43 -0.05 -0.58 -0.1732
H -0.310561 -1.054151 1.284569 -0.26 -0.61 0.97 0.2108
H -1.655825 0.184874 1.155147 2.12 -1.99 -0.71 0.2511
F -3.695630 -0.599275 -0.549530 0.78 -0.25 0.35 -0.8873
C -4.953535 -3.915040 1.012665 3.09 0.18 -3.44 -1.0154
C -3.707012 -4.864963 1.134137 -2.56 -0.09 -0.24 0.0679
C -2.724034 -4.647790 0.012688 -4.44 3.53 -1.61 -0.5078
O -1.777376 -3.830025 0.529509 1.38 2.27 1.56 -0.0536
C -1.938319 -3.675359 1.907364 5.40 -0.50 -1.22 0.5801
O -0.996214 -3.148811 2.540310 -4.02 -0.96 -1.19 -0.6474
O -2.870022 -4.514399 2.261672 -1.66 -0.29 1.99 -0.3592
H -5.612115 -3.975008 1.805045 -1.28 -0.23 1.75 0.4522
H -5.469882 -4.390366 0.033343 0.96 1.86 2.03 0.3005
H -4.468590 -2.841995 0.939727 -1.63 -1.70 -0.56 0.1363
H -4.197566 -5.896586 1.138798 1.61 0.94 0.77 0.2518
H -3.271721 -4.122870 -0.885428 0.98 -0.77 1.58 0.2525
H -2.351365 -5.495106 -0.334302 2.09 -3.93 -1.44 0.5142
C 4.912920 1.690938 -1.314591 -2.71 0.42 -2.65 -1.2613
C 4.230502 2.176318 -0.104244 0.77 2.34 2.02 0.3130
C 2.939805 2.836947 -0.570835 -1.44 0.98 1.78 -0.4467
S 2.507612 1.759834 -1.854852 -4.27 -0.76 -0.23 1.4593
O 2.076323 2.530054 -2.973555 -0.54 0.64 -1.15 -0.8724
O 1.655715 0.723763 -1.295294 -0.15 0.53 0.12 -0.3359
C 3.899260 0.913951 -2.234084 3.66 2.70 0.59 -0.8749
H 5.795192 1.286362 -1.116184 3.57 -2.68 0.96 0.6818
H 5.217700 2.505834 -1.909502 0.13 1.51 -0.76 0.3467
H 4.953116 3.002059 0.318139 -1.55 -1.83 0.00 0.4035
H 4.017991 1.359155 0.547853 0.13 -0.36 0.89 -0.3534
H 3.248266 3.842976 -0.833222 -0.41 0.06 -0.95 0.3934
H 1.904136 2.977505 0.034724 2.78 -0.82 -0.78 -0.1611
H 4.091079 0.928633 -3.267258 0.49 0.88 -1.40 0.5523
H 3.812250 -0.064631 -2.065684 -0.62 -3.78 1.58 0.2506
C 1.926537 -3.710614 -4.292467 1.62 -0.13 2.17 -0.5558
C 0.590999 -4.446877 -4.334730 0.14 -4.67 -0.23 -0.8141
C -0.236219 -4.312519 -3.039406 -0.75 -1.48 1.62 -0.6010
S 0.175167 -2.672990 -2.534257 -1.96 0.86 -5.60 1.2010
O 0.115245 -2.652001 -1.177828 -0.03 0.70 7.02 -0.6170
O -0.625950 -1.713665 -3.279002 0.97 -0.49 -0.12 -0.7151
C 1.853435 -2.643664 -3.057832 0.27 -2.66 -1.18 -0.5043
H 1.903040 -3.029188 -5.128357 0.90 -0.42 -0.69 0.2712
H 2.902071 -4.460177 -4.181884 -2.58 2.30 -0.52 0.2400
H 0.672006 -5.591810 -4.658228 0.53 1.88 1.38 0.3470
H 0.111093 -4.244008 -5.262055 -1.25 1.36 -0.22 0.4074
H 0.067192 -4.844791 -1.971749 -0.08 0.53 -3.19 0.2522
H -1.375307 -4.565645 -3.101633 2.08 1.06 -0.19 0.3589
H 2.491297 -2.917309 -2.220211 -0.12 0.08 0.02 0.4383
H 2.036669 -1.670040 -3.406690 0.40 1.30 -0.31 0.1510
C -3.275700 4.376326 3.620214 2.79 -1.43 3.38 -0.7918
C -2.629515 4.402089 2.232400 -3.49 0.37 2.88 -0.9142
C -1.240967 4.295890 2.386497 5.10 -1.75 -1.38 0.0626
S -1.016241 3.022914 3.592832 -0.59 -1.27 3.87 1.1133
O -0.266418 3.434037 4.782621 0.85 0.27 -1.46 -0.7676
O -0.769608 1.694683 3.071233 0.04 0.44 -0.65 -0.4768
C -2.656904 3.117720 4.218769 -1.17 -4.55 1.64 -0.7487
H -4.339371 4.298743 3.739855 -0.40 0.77 -0.27 0.4729
H -2.683487 5.067240 4.266431 -1.50 0.94 -0.50 0.2920
H -3.026077 5.302272 2.050131 -0.62 3.67 -2.47 0.4995
H -3.151860 3.681958 1.726375 -0.60 -1.92 -2.06 0.3319
H -0.625350 5.147979 2.782307 -0.72 -0.59 -0.90 0.4238
H -0.833716 3.686591 1.511410 0.21 1.67 0.53 -0.1469
H -2.553955 2.627051 5.317443 -0.19 2.64 -1.72 0.3010
H -3.180277 2.197327 3.900721 -0.01 0.43 -1.03 0.3454
C -1.676405 2.645275 -4.800200 0.12 -0.01 0.64 -0.5910
C -1.496443 1.217702 -4.392991 -0.39 0.01 1.50 -0.4481
C -2.393436 0.965351 -3.166403 8.36 -2.58 1.20 -0.9697
S -2.091608 2.388566 -2.202017 1.18 -0.01 2.75 1.2259
O -1.097282 2.063654 -1.197605 0.54 0.09 0.34 -0.4692
O -3.259224 3.077623 -1.714224 -0.51 -0.20 -0.51 -0.8370
C -1.351345 3.391626 -3.433594 -0.23 -1.28 -1.62 -0.9406
H -2.734343 2.697276 -5.396901 2.53 0.79 1.91 0.2351
H -0.831455 3.042560 -5.314006 0.15 -0.11 -1.74 0.3429
H -0.493773 0.914398 -4.053122 -0.16 0.22 -0.74 0.0096
H -1.929491 0.656040 -5.134699 -0.15 -2.13 -1.94 0.5927
H -2.049897 -0.085372 -2.742592 -1.14 2.58 -0.08 0.0569
H -3.320579 1.043628 -3.266848 -8.17 -0.13 -1.63 0.9515
H -0.285565 3.663471 -3.271719 -0.88 -0.47 -0.18 0.3670
H -2.015504 4.147083 -3.570561 -1.28 3.24 0.69 0.5217
C 2.618722 -1.298548 4.748582 -2.25 -0.07 0.53 -0.6972
C 3.994678 -0.898032 4.370420 3.13 -2.38 -0.60 -0.5369
C 4.047327 0.204743 3.242619 0.98 1.39 1.20 -0.5278
S 2.329866 0.442837 2.923140 0.87 -0.53 4.08 1.2455
O 1.961948 -0.585080 2.074137 -1.37 -3.55 -3.14 -0.6977
O 1.932644 1.730474 2.643357 -0.41 4.78 -1.48 -0.6292
C 1.788320 0.012165 4.557096 -0.89 -9.73 -7.94 -1.5636
H 2.596653 -1.649129 5.791629 0.00 0.20 -0.28 0.4197
H 2.171679 -2.148611 4.140773 0.63 1.28 0.48 0.2041
H 4.558924 -1.933886 4.175981 -0.70 2.52 -0.19 0.2279
H 4.501321 -0.494693 5.247973 -0.02 0.08 -0.07 0.3145
H 4.560012 -0.102511 2.264511 -0.52 0.77 1.64 0.3988
H 4.359005 1.269250 3.778369 -0.21 -2.76 -1.84 0.2828
H 0.731812 -0.232801 4.561403 -0.40 -0.23 -0.93 0.3921
H 1.772781 0.614143 5.220010 1.27 8.35 8.34 1.1764

81
Properties=species:S:1:pos:R:3:forces:R:3:lowdin_spin:R:1 method="wB97M-V/def2-TZVPD" charge=+4 homo_ha="-0.691 / -0.757" molar_mass_g_mol=558.624 s2=3.77 multiplicity=4
Tc -0.147635 0.817315 -2.069943 0.48 -1.22 0.45 0.8441
C -0.491418 1.808718 -0.504764 -0.97 1.73 4.86 0.0037
O -0.700778 2.404828 0.495631 0.88 -2.21 -4.04 -0.0138
C 0.279291 -0.965162 -1.576921 0.72 -4.38 2.82 0.0035
O 0.559225 -2.045426 -1.189059 -0.91 4.13 -1.79 -0.0138
P 2.194253 1.040231 -1.202800 3.05 1.11 -1.45 0.0340
C 3.483002 1.078112 0.275463 -0.86 -0.13 -0.10 0.0072
H 4.341359 1.541920 -0.218736 -0.29 -0.13 -0.19 0.0012
C 3.192680 -0.018441 -2.394053 -0.95 -0.13 1.26 0.0017
H 2.970257 -1.022424 -1.983252 0.17 0.13 -0.30 0.0000
C 2.348856 2.808805 -1.831213 -0.28 -0.59 0.93 0.0124
H 1.916901 3.320471 -0.949346 0.11 0.13 -0.30 0.0004
C -3.530625 0.840036 -1.557977 0.23 0.60 1.23 0.0720
P -2.356683 -0.406321 -1.022277 -0.30 -0.45 -1.28 0.6439
H -3.866951 -1.051246 1.534171 0.04 -0.22 -0.48 0.0509
H -3.243644 1.671156 -0.894066 -0.14 0.19 -0.22 0.0085
C -3.139541 -2.032185 -1.497669 0.23 -0.45 0.77 0.0922
H -4.228316 -1.890295 -1.492612 0.32 0.29 0.03 0.0034
C 2.508781 0.100869 -3.745835 0.59 -0.76 -0.62 0.0027
H 2.960336 0.867202 -4.385117 -0.32 -0.01 0.17 -0.0001
H 1.406938 0.273686 -3.690002 0.05 0.08 -0.15 0.0021
H 2.623720 -0.863966 -4.253659 -0.15 0.29 -0.21 0.0003
C 4.719765 0.126903 -2.401861 0.07 -0.04 -0.27 0.0010
H 5.113984 -0.627395 -3.093706 -0.02 0.20 0.02 0.0002
H 5.161256 -0.108386 -1.429731 -0.05 0.16 -0.35 0.0000
H 5.083836 1.109804 -2.723365 -0.18 -0.37 0.04 0.0000
C 3.766220 3.327261 -2.035062 -0.33 0.45 -0.19 0.0038
H 4.389137 3.148486 -1.161137 0.14 0.13 -0.20 0.0004
H 3.675738 4.411417 -2.148836 0.25 -0.03 -0.05 0.0013
H 4.239111 2.934950 -2.940542 -0.11 0.08 0.23 0.0000
C 1.431946 3.115043 -3.025327 0.53 0.50 0.27 0.0293
H 1.170703 4.174126 -2.953602 -0.37 -0.17 -0.13 0.0016
H 0.470951 2.521985 -2.998401 0.22 0.68 -0.52 0.0092
H 1.942027 3.002526 -3.990895 -0.41 -0.41 0.21 0.0006
C 3.039066 1.994048 1.401178 0.12 0.19 0.19 0.0006
H 3.049641 3.052240 1.119626 -0.13 -0.18 0.09 0.0000
H 3.722354 1.880328 2.251891 -0.08 0.13 -0.12 0.0000
H 2.026373 1.750490 1.733117 -0.19 0.20 0.06 0.0003
C 3.955872 -0.270442 0.813497 -0.01 -0.05 -0.03 0.0010
H 3.138751 -0.843514 1.258691 -0.03 -0.18 0.00 0.0006
H 4.699867 -0.076340 1.596548 -0.15 -0.03 -0.10 0.0000
H 4.455626 -0.909444 0.082183 -0.32 0.04 0.12 0.0001
C -5.010095 0.562599 -1.235934 -0.05 0.21 -0.37 0.0042
H -5.136934 0.399277 -0.156502 0.03 0.00 -0.33 0.0014
H -5.446870 -0.283366 -1.775179 0.16 0.19 0.01 0.0001
H -5.592911 1.452827 -1.498792 0.05 -0.18 0.05 0.0008
C -3.090178 1.225954 -2.969536 -0.66 0.88 -0.46 0.0881
H -3.611609 0.667953 -3.748551 0.29 -0.19 0.00 0.0021
C -3.614372 -1.596597 3.597883 -0.41 0.00 -1.40 0.0737
H -1.975531 1.122817 -3.131218 -0.80 0.06 -0.24 0.0220
H -3.336736 2.281079 -3.119184 0.11 -0.06 -0.19 0.0081
C -3.856249 0.788980 2.664876 -0.17 -0.68 0.41 0.0507
H -2.852353 -1.431103 4.371392 0.11 -0.01 0.45 0.0347
H -4.593997 -1.412010 4.043152 0.08 0.05 0.31 0.0137
H -3.577210 -2.648620 3.276444 0.25 0.24 0.23 0.0067
C -3.385160 -0.643449 2.427630 -1.12 0.41 1.69 0.1104
H -4.378461 0.865175 3.615774 -0.04 0.09 0.06 0.0012
H -4.553192 1.148615 1.904045 0.16 0.14 -0.15 0.0165
H -3.007144 1.474676 2.704418 0.10 0.31 -0.19 0.0226
C -2.784562 -3.048049 -0.401408 0.03 -0.30 0.10 0.0170
H -1.731813 -2.949849 -0.113376 -0.05 -0.21 -0.04 0.0035
H -2.949886 -4.076772 -0.741434 0.02 0.21 -0.01 0.0007
H -3.391847 -2.907708 0.500468 0.08 0.01 -0.20 0.0013
C -2.698250 -2.461225 -2.888294 0.35 0.09 -0.26 0.0392
H -2.876791 -1.684635 -3.631918 -0.03 -0.03 -0.06 0.0016
H -3.258493 -3.345690 -3.204215 0.01 0.05 0.12 0.0103
H -1.634663 -2.716941 -2.902156 -0.08 -0.06 -0.05 0.0013
H -2.328648 -0.624771 2.208633 1.00 -0.27 -0.72 0.0461
H 1.799548 0.081455 2.481847 -0.34 0.11 -1.04 -0.0003
C 1.010538 -3.448918 4.907200 -0.10 -1.32 0.58 -0.0010
N 0.812264 -2.116074 4.367444 0.17 1.85 0.35 0.0137
C 0.583580 -0.920605 5.091735 -0.37 -2.90 0.33 0.2076
C 0.689719 0.107123 4.211833 1.02 0.59 -2.37 0.1997
N 1.104028 -0.446846 2.997787 -0.50 0.54 1.32 0.0393
C 1.097698 -1.807098 3.099081 -0.53 0.76 1.07 0.1460
H 2.057812 -3.548994 5.249790 -0.53 0.13 -0.07 -0.0005
H 0.312293 -3.624471 5.738673 0.29 0.01 -0.34 0.0002
H 0.836606 -4.175267 4.099005 -0.02 0.20 0.39 -0.0006
H 0.380413 -0.898232 6.154070 -0.07 -0.17 0.03 0.0045
H 0.548929 1.178565 4.314908 0.22 -0.15 0.21 0.0040
H 1.108296 -2.531773 2.289378 0.65 0.15 0.08 0.0026

79
Properties=species:S:1:pos:R:3:forces:R:3:mulliken_charge:R:1 method="wB97M-V/def2-TZVPD" charge=+1 homo_ha=-0.378 molar_mass_g_mol=444.819
C 10.788599 -1.528785 0.877648 0.01 0.37 0.45 -1.3649
C 9.351089 -1.084699 1.223779 0.51 -1.16 -0.38 -0.3031
C 8.395541 -1.434328 0.058493 0.51 0.75 -0.05 -0.8338
C 7.440873 -0.293235 -0.351023 -0.40 -1.31 0.10 -0.5362
C 6.035328 -0.456682 0.242517 0.42 0.53 0.42 -0.7935
C 5.094140 0.709091 -0.117947 0.29 -0.40 0.04 -0.8397
C 3.736130 0.243079 -0.650744 0.50 0.74 -0.36 -0.2845
C 2.850356 1.451687 -1.005884 1.27 -0.06 1.29 -1.5725
N 1.457103 1.276301 -0.609873 -1.43 0.23 -1.49 0.2255
C 0.740338 2.600719 -0.752386 0.00 0.40 1.01 -0.7922
C 0.343190 3.272013 0.582184 -0.18 -0.62 -0.19 -1.0180
C -1.023770 2.946918 1.192038 -0.06 0.32 -0.23 -0.4761
C -2.183741 3.590681 0.413181 -0.37 0.18 0.70 -0.5257
C -3.370101 3.984790 1.326687 0.46 -0.37 -0.07 -0.9996
C -4.333738 2.843106 1.653189 -0.57 0.05 0.00 -0.2183
C -5.809978 3.288855 1.635599 -0.08 0.00 -0.75 -0.7591
C -6.442646 3.230277 0.217513 0.08 0.13 0.58 -1.0116
C 0.832261 0.317254 -1.421575 0.08 -0.69 -0.54 0.0084
S 1.482411 -0.272981 -2.803437 0.29 0.00 0.02 -0.3117
S -0.756863 -0.327751 -0.899196 0.22 0.33 0.18 0.0476
C -1.117443 -1.517002 -2.225052 -0.60 -0.07 -0.47 -0.9258
C -2.604822 -1.880105 -2.369565 0.39 0.81 0.31 -0.9079
C -3.335341 -2.111916 -1.038656 -0.91 -0.56 -0.22 -0.8175
C -4.127039 -3.468590 -1.006689 0.63 0.44 -0.20 0.4684
C -5.654729 -3.263555 -1.144224 0.41 0.27 -0.64 -1.2731
N -6.420960 -3.643043 0.081252 0.96 0.44 -0.18 -0.0566
C -5.639745 -3.162486 1.261269 0.00 -0.90 1.00 -0.6201
C -4.431821 -4.080405 1.376248 -0.33 -0.38 0.09 -0.6867
N -3.736691 -4.351497 0.104262 -0.61 0.74 0.37 -0.5026
H 11.379055 -1.674747 1.782247 0.06 0.06 0.05 0.3861
H 11.301976 -0.770562 0.288351 0.00 -0.05 -0.22 0.3216
H 10.807905 -2.473105 0.338615 -0.10 -0.05 -0.09 0.3631
H 9.352704 -0.025746 1.467536 -0.17 0.09 0.06 0.3205
H 9.082305 -1.664788 2.105700 -0.30 0.29 0.21 0.2764
H 7.882819 -2.368795 0.283325 -0.26 0.04 -0.04 0.3531
H 9.026075 -1.644272 -0.807205 0.01 -0.07 -0.05 0.4194
H 7.901068 0.642681 -0.041370 -0.17 0.26 -0.20 0.2963
H 7.336973 -0.339951 -1.435621 0.06 0.41 -0.12 0.3323
H 5.614655 -1.418587 -0.052854 0.00 -0.03 -0.19 0.4017
H 6.160258 -0.505817 1.326940 -0.18 -0.08 0.11 0.2758
H 5.598115 1.300900 -0.886619 -0.14 0.13 -0.10 0.3482
H 4.993947 1.363007 0.749277 -0.20 0.07 0.03 0.4228
H 3.952301 -0.313950 -1.559626 -0.21 -0.35 0.08 0.4798
H 3.240949 -0.398713 0.074755 -0.11 -0.10 0.01 0.2513
H 2.991200 1.758859 -2.043262 -0.29 -0.11 -0.12 0.4011
H 3.232939 2.274303 -0.396723 -0.24 0.14 0.07 0.7566
H -0.101597 2.524551 -1.436100 -0.20 -0.20 0.06 0.5352
H 1.440665 3.283665 -1.236137 0.06 -0.18 -0.12 0.4219
H 0.358388 4.347800 0.403729 0.17 0.09 0.14 0.4321
H 1.081298 3.019447 1.341266 0.38 0.14 -0.14 0.3318
H -1.144137 1.878952 1.369195 -0.09 -0.19 -0.19 0.1903
H -1.024787 3.401374 2.186924 0.03 -0.02 0.03 0.5321
H -2.570197 2.961634 -0.389827 0.20 -0.03 -0.19 0.2319
H -1.795700 4.515658 -0.015559 -0.01 -0.01 -0.23 0.4254
H -2.942284 4.334360 2.266031 -0.08 0.36 0.03 0.3216
H -3.928817 4.811450 0.889205 0.03 0.05 -0.13 0.4642
H -4.214607 2.065439 0.899385 0.06 -0.30 -0.01 0.0195
H -4.104014 2.405159 2.625664 0.12 -0.05 -0.02 0.3649
H -5.848349 4.334798 1.935190 -0.13 -0.03 0.44 0.4016
H -6.431396 2.707719 2.311079 0.12 -0.09 0.25 0.3943
H -5.932504 2.488765 -0.396282 -0.01 0.07 -0.19 0.2437
H -7.505349 2.980804 0.238455 0.05 -0.04 0.13 0.3510
H -6.382782 4.216934 -0.230642 0.17 -0.04 -0.43 0.2712
H -0.804633 -1.049980 -3.155910 0.14 -0.12 0.07 0.5373
H -0.576831 -2.455287 -2.122933 0.49 0.22 0.32 0.3702
H -2.645080 -2.743930 -3.033159 -0.02 -0.19 0.14 0.4366
H -3.095257 -1.080739 -2.924559 -0.11 0.08 0.08 0.3996
H -2.682805 -2.073971 -0.166666 0.24 -0.03 -0.11 0.5273
H -4.037377 -1.290818 -0.921092 -0.06 0.21 0.27 0.1260
H -3.824711 -3.982804 -1.918180 -0.07 -0.18 0.04 0.6065
H -5.836209 -2.208683 -1.316896 -0.21 0.12 0.07 0.4868
H -6.021473 -3.793483 -2.017183 -0.33 -0.27 0.20 0.3456
H -6.446881 -4.659425 0.129482 -0.40 -0.16 0.11 0.3985
H -7.354180 -3.244732 0.082865 -0.24 -0.17 -0.18 0.3464
H -6.253098 -3.338269 2.142823 -0.08 0.18 0.05 0.3634
H -5.417811 -2.105752 1.211291 -0.02 0.22 -0.54 0.3571
H -3.789784 -3.698656 2.167741 0.17 0.12 -0.09 0.3365
H -4.807924 -5.041855 1.742772 0.00 0.01 0.13 0.3597
H -2.772956 -4.128559 0.294955 0.40 -0.43 -0.27 0.3445